Record 1
Below is C3H2ErFO3 as an isolated structure in a non-equilibrium geometry, with properties calculated with ωB97M-V with the def2-TZVPD basis set.

```
! wB97M-V def2-TZVPD RIJCOSX def2/J DEFGRID3
* xyz 4 4
C -1.06 0.73 -0.24
C -1.25 -0.62 0.35
O 0.09 -1.04 0.49
C 0.91 -0.16 0.01
O 0.18 0.97 -0.43
O 2.10 -0.20 -0.02
Er 4.52 0.43 -0.42
F -1.91 1.44 -0.77
H -1.84 -1.29 -0.29
H -1.73 -0.25 1.32
*
```

Summary:
Gap between HOMO and LUMO (alpha / beta), eV: 7.687 / 5.868
E_LUMO (alpha / beta), eV: -21.46 / -23.29
ΔE to the lowest compared entry with this formula, charge and spin, kJ/mol: 27.2
HOMO (alpha / beta), eV: -29.152 / -29.155

Record 2
Below is C3H2EuO3 as an isolated structure in a non-equilibrium geometry, with properties calculated with ωB97M-V with the def2-TZVPD basis set.

```
! wB97M-V def2-TZVPD RIJCOSX def2/J DEFGRID3
* xyz 1 9
H -1.20 0.47 0.81
O -1.29 -0.05 -1.37
C -0.75 0.60 -0.34
C 0.31 -0.24 0.37
C 1.30 0.41 1.16
O 0.58 -1.41 -0.10
O 1.93 0.54 2.11
Eu -0.45 -1.97 -2.11
H -0.42 1.64 -0.53
*
```

Summary:
Gap between HOMO and LUMO (alpha / beta), eV: 7.213 / 8.239
E_LUMO (alpha / beta), eV: -4.86 / -4.93
ΔE to the lowest compared entry with this formula, charge and spin, kJ/mol: 42.8
HOMO (alpha / beta), eV: -12.072 / -13.172

Record 3
Below is one molecule with the formula C3H2F2O2 in a non-equilibrium geometry, with properties calculated with ωB97M-V with the def2-TZVPD basis set.

```
! wB97M-V def2-TZVPD RIJCOSX def2/J DEFGRID3
* xyz 0 1
C -0.89 0.30 -0.17
C 0.31 -0.50 -0.21
C 1.51 0.07 0.10
H -2.80 -0.11 0.38
H 0.48 -1.66 -0.35
O -2.03 -0.59 0.40
O -0.94 1.55 -0.50
F 1.55 1.32 0.56
F 2.80 -0.38 -0.20
*
```

Summary:
Gap between HOMO and LUMO, eV: 10.341
E_LUMO, eV: -0.43
ΔE to the lowest compared entry with this formula, charge and spin, kJ/mol: 182.7
HOMO, eV: -10.772

Record 4
Below is one molecule with the formula C3H2F2S in a non-equilibrium geometry, with properties calculated with ωB97M-V with the def2-TZVPD basis set.

```
! wB97M-V def2-TZVPD RIJCOSX def2/J DEFGRID3
* xyz 0 1
C -0.70 -0.77 -0.79
C 0.26 -0.54 0.09
C 0.60 0.72 0.73
H -1.32 0.05 -1.15
H 1.39 0.70 1.48
F -0.89 -1.98 -1.32
F 1.05 -1.57 0.51
S -0.15 2.17 0.42
*
```

Summary:
Gap between HOMO and LUMO, eV: 7.997
E_LUMO, eV: -1.34
ΔE to the lowest compared entry with this formula, charge and spin, kJ/mol: 32.5
HOMO, eV: -9.334

Record 5
Below is one molecule with the formula C3H2F2S in a non-equilibrium geometry, with properties calculated with ωB97M-V with the def2-TZVPD basis set.

```
! wB97M-V def2-TZVPD RIJCOSX def2/J DEFGRID3
* xyz 0 1
C -1.18 -0.89 0.13
C -0.54 0.18 0.20
C 0.93 0.59 0.17
H -0.73 -1.95 0.04
H 1.08 1.63 0.15
F -2.54 -0.68 -0.11
F -1.06 1.46 -0.11
S 2.30 -0.38 -0.08
*
```

Summary:
Gap between HOMO and LUMO, eV: 8.092
E_LUMO, eV: -1.34
ΔE to the lowest compared entry with this formula, charge and spin, kJ/mol: 149.0
HOMO, eV: -9.435

Record 6
Below is one molecule with the formula C3H2F2S in a non-equilibrium geometry, with properties calculated with ωB97M-V with the def2-TZVPD basis set.

```
! wB97M-V def2-TZVPD RIJCOSX def2/J DEFGRID3
* xyz 0 1
C 1.08 -0.76 0.02
C -0.23 -0.55 0.16
C -0.90 0.73 0.05
H 1.83 0.03 -0.15
H -1.94 0.63 0.39
F 1.60 -2.00 0.01
F -1.06 -1.60 0.41
S -0.28 2.20 -0.34
*
```

Summary:
Gap between HOMO and LUMO, eV: 8.023
E_LUMO, eV: -1.31
ΔE to the lowest compared entry with this formula, charge and spin, kJ/mol: 31.2
HOMO, eV: -9.333

Record 7
Below is a 2-piece molecular cluster, C3H2F3N overall in a non-equilibrium geometry, with properties calculated with ωB97M-V with the def2-TZVPD basis set.

```
! wB97M-V def2-TZVPD RIJCOSX def2/J DEFGRID3
* xyz 0 1
C -1.32 1.12 -0.07
C -0.01 0.92 0.48
C 0.62 -1.15 -0.24
N -2.29 1.39 -0.61
F 1.18 -0.95 -1.40
F -0.42 -1.86 -0.46
F 1.44 -1.65 0.67
H -0.03 0.50 1.49
H 0.82 1.69 0.14
*
```

Summary:
Gap between HOMO and LUMO (alpha / beta), eV: 9.664 / 9.664
E_LUMO (alpha / beta), eV: -0.50 / -0.50
ΔE to the lowest compared entry with this formula, charge and spin, kJ/mol: 92.4
HOMO (alpha / beta), eV: -10.159 / -10.160

Record 8
Below is one molecule with the formula C3H2F4 in a non-equilibrium geometry, with properties calculated with ωB97M-V with the def2-TZVPD basis set.

```
! wB97M-V def2-TZVPD RIJCOSX def2/J DEFGRID3
* xyz 0 1
C 1.23 0.11 0.01
C -0.33 0.47 -0.04
C -1.38 -0.47 0.05
H 1.86 0.47 0.87
H 1.72 0.63 -0.77
F 1.26 -1.17 0.04
F -0.51 1.78 -0.09
F -2.67 -0.06 0.09
F -1.17 -1.76 -0.15
*
```

Summary:
Gap between HOMO and LUMO, eV: 10.325
E_LUMO, eV: 0.89
ΔE to the lowest compared entry with this formula, charge and spin, kJ/mol: 202.2
HOMO, eV: -9.434

Record 9
Below is one molecule with the formula C3H2F6N2 in a non-equilibrium geometry, with properties calculated with ωB97M-V with the def2-TZVPD basis set.

```
! wB97M-V def2-TZVPD RIJCOSX def2/J DEFGRID3
* xyz 0 1
C 0.17 0.31 -0.56
C -0.12 1.51 0.34
C 0.93 -1.10 0.45
N -1.39 -1.28 -0.56
N -1.07 -0.19 -1.02
F -1.26 1.36 0.95
F -0.16 2.68 -0.43
F 0.78 1.72 1.20
F 2.27 -0.89 0.52
F 0.77 -2.26 -0.21
F 0.41 -1.03 1.69
H 0.95 0.60 -1.38
H -2.28 -1.45 -0.98
*
```

Summary:
Gap between HOMO and LUMO, eV: 10.167
E_LUMO, eV: 0.17
ΔE to the lowest compared entry with this formula, charge and spin, kJ/mol: 25.9
HOMO, eV: -9.998

Record 10
Below is C3H2FHgO2 as an isolated structure in a non-equilibrium geometry, with properties calculated with ωB97M-V with the def2-TZVPD basis set.

```
! wB97M-V def2-TZVPD RIJCOSX def2/J DEFGRID3
* xyz 2 2
H 0.67 -2.19 0.75
F -1.04 1.52 -0.29
O -1.36 2.30 1.71
O -0.12 -1.80 0.34
C -0.90 1.40 1.01
C -0.01 0.31 1.53
C -0.58 -0.75 0.91
H 0.25 0.32 2.59
Hg -2.11 3.94 1.65
*
```

Summary:
Gap between HOMO and LUMO (alpha / beta), eV: 4.178 / 7.151
E_LUMO (alpha / beta), eV: -13.32 / -12.65
ΔE to the lowest compared entry with this formula, charge and spin, kJ/mol: 297.0
HOMO (alpha / beta), eV: -17.501 / -19.797

Record 11
Below is one molecule with the formula C3H2FN3O in a non-equilibrium geometry, with properties calculated with ωB97M-V with the def2-TZVPD basis set.

```
! wB97M-V def2-TZVPD RIJCOSX def2/J DEFGRID3
* xyz 0 1
C 0.60 1.16 -0.06
C -0.19 0.13 0.04
C -1.64 -0.16 0.05
H 0.55 -1.90 0.46
H -1.62 -1.39 0.25
N 1.94 0.72 -0.25
N 1.92 -0.58 -0.21
N 0.67 -0.94 -0.04
O -2.67 0.54 -0.31
F 0.44 2.43 0.06
*
```

Summary:
Gap between HOMO and LUMO, eV: 10.052
E_LUMO, eV: -0.78
ΔE to the lowest compared entry with this formula, charge and spin, kJ/mol: 287.8
HOMO, eV: -10.829

Record 12
Below is C3H2FNO2 as an isolated structure in a non-equilibrium geometry, with properties calculated with ωB97M-V with the def2-TZVPD basis set.

```
! wB97M-V def2-TZVPD RIJCOSX def2/J DEFGRID3
* xyz 0 1
C -0.60 -0.27 0.09
C -0.25 1.05 -0.11
C 1.43 -0.33 -0.10
H -2.36 -1.48 -0.26
H -0.70 2.10 0.48
N 0.50 -1.12 -0.12
O -1.91 -0.43 0.04
O 1.16 0.97 -0.13
F 2.74 -0.49 0.10
*
```

Summary:
Gap between HOMO and LUMO, eV: 9.048
E_LUMO, eV: 0.24
ΔE to the lowest compared entry with this formula, charge and spin, kJ/mol: 242.6
HOMO, eV: -8.805

Record 13
Below is one molecule with the formula C3H2FNS in a non-equilibrium geometry, with properties calculated with ωB97M-V with the def2-TZVPD basis set.

```
! wB97M-V def2-TZVPD RIJCOSX def2/J DEFGRID3
* xyz 0 1
C -0.38 0.90 -0.36
C -0.06 -0.27 0.62
C 0.75 -1.36 0.07
H -1.51 1.30 -0.49
H 0.29 1.57 0.07
N 1.23 -2.26 -0.61
F 0.13 0.41 -1.47
S -0.47 -0.28 2.17
*
```

Summary:
Gap between HOMO and LUMO, eV: 8.148
E_LUMO, eV: -1.68
ΔE to the lowest compared entry with this formula, charge and spin, kJ/mol: 102.9
HOMO, eV: -9.831

Record 14
Below is C3H2FNaO3 as an isolated structure in a non-equilibrium geometry, with properties calculated with ωB97M-V with the def2-TZVPD basis set.

```
! wB97M-V def2-TZVPD RIJCOSX def2/J DEFGRID3
* xyz 0 1
O 2.89 -1.08 0.24
C 2.01 -0.32 0.42
H -1.85 1.23 -0.96
O -1.28 -0.85 -1.13
O 0.38 -0.92 0.49
C -0.98 0.57 -1.01
C -0.75 -0.39 0.06
H -0.15 0.92 -1.61
F -1.69 -0.40 1.08
Na 1.42 1.22 2.42
*
```

Summary:
Gap between HOMO and LUMO, eV: 6.444
E_LUMO, eV: -1.55
ΔE to the lowest compared entry with this formula, charge and spin, kJ/mol: 274.1
HOMO, eV: -7.990

Record 15
Below is an isolated ion of composition C3H2FO2 and charge -1 in a non-equilibrium geometry, with properties calculated with ωB97M-V with the def2-TZVPD basis set.

```
! wB97M-V def2-TZVPD RIJCOSX def2/J DEFGRID3
* xyz -1 1
C 1.20 -0.09 -0.28
C -0.01 -0.50 0.27
C -1.23 0.49 0.20
O -0.88 1.54 0.67
O -2.27 0.11 -0.34
F -0.18 -1.76 0.64
H 2.05 -0.62 -0.48
H 1.32 0.83 -0.68
*
```

Summary:
Gap between HOMO and LUMO, eV: 8.488
E_LUMO, eV: 4.39
ΔE to the lowest compared entry with this formula, charge and spin, kJ/mol: 70.1
HOMO, eV: -4.093

Record 16
Below is a 2-piece molecular cluster, C3H2I2O overall in a non-equilibrium geometry, with properties calculated with ωB97M-V with the def2-TZVPD basis set.

```
! wB97M-V def2-TZVPD RIJCOSX def2/J DEFGRID3
* xyz 0 1
C -0.31 0.59 -1.27
C -0.32 -0.57 -0.70
C 0.43 -0.29 1.62
O 0.12 -0.99 2.50
I -0.63 -2.56 -1.03
I 1.08 1.72 2.01
H -0.46 0.66 -2.25
H 0.10 1.44 -0.88
*
```

Summary:
Gap between HOMO and LUMO (alpha / beta), eV: 7.043 / 7.429
E_LUMO (alpha / beta), eV: -1.42 / -1.10
ΔE to the lowest compared entry with this formula, charge and spin, kJ/mol: 270.4
HOMO (alpha / beta), eV: -8.460 / -8.530

Record 17
Below is C3H2I3N as an isolated structure in a non-equilibrium geometry, with properties calculated with ωB97M-V with the def2-TZVPD basis set.

```
! wB97M-V def2-TZVPD RIJCOSX def2/J DEFGRID3
* xyz 0 1
C -0.31 -0.81 1.63
C 1.03 0.52 -1.03
C -0.86 -0.49 0.38
N 0.09 -1.00 2.68
I 1.10 2.53 -0.89
I -2.18 1.12 0.56
I -1.42 -1.94 -0.95
H 1.93 0.14 -0.57
H 0.61 -0.06 -1.82
*
```

Summary:
Gap between HOMO and LUMO (alpha / beta), eV: 7.024 / 7.758
E_LUMO (alpha / beta), eV: -1.65 / -1.03
ΔE to the lowest compared entry with this formula, charge and spin, kJ/mol: 223.1
HOMO (alpha / beta), eV: -8.677 / -8.787

Record 18
Below is one molecule with the formula C3H2IN in a non-equilibrium geometry, with properties calculated with ωB97M-V with the def2-TZVPD basis set.

```
! wB97M-V def2-TZVPD RIJCOSX def2/J DEFGRID3
* xyz 0 1
C 1.94 -0.14 -0.05
C 0.24 0.31 0.05
C -0.68 -0.62 0.05
N 3.07 -0.23 -0.06
I -2.69 0.00 0.01
H 0.04 1.28 -0.18
H -0.32 -1.72 -0.14
*
```

Summary:
Gap between HOMO and LUMO, eV: 9.943
E_LUMO, eV: -0.12
ΔE to the lowest compared entry with this formula, charge and spin, kJ/mol: 112.1
HOMO, eV: -10.060

Record 19
Below is C3H2IN as an isolated structure in a non-equilibrium geometry, with properties calculated with ωB97M-V with the def2-TZVPD basis set.

```
! wB97M-V def2-TZVPD RIJCOSX def2/J DEFGRID3
* xyz 0 1
C 0.08 0.27 -1.09
C -0.77 -0.23 -1.83
C -0.20 -0.12 1.86
N 1.10 0.94 -0.62
I 1.56 0.57 1.29
H -1.70 -0.64 -2.22
H -0.07 -0.79 2.61
*
```

Summary:
Gap between HOMO and LUMO (alpha / beta), eV: 7.910 / 5.992
E_LUMO (alpha / beta), eV: -0.65 / -1.93
ΔE to the lowest compared entry with this formula, charge and spin, kJ/mol: 741.9
HOMO (alpha / beta), eV: -8.561 / -7.927

Record 20
Below is C3H2KMgO2 as an isolated structure in a non-equilibrium geometry, with properties calculated with ωB97M-V with the def2-TZVPD basis set.

```
! wB97M-V def2-TZVPD RIJCOSX def2/J DEFGRID3
* xyz 1 1
C -0.18 0.13 0.42
K -2.42 -1.60 0.81
O -1.50 0.68 0.01
C -0.91 0.87 -1.30
H -0.75 1.93 -1.54
H -1.54 0.39 -2.07
Mg 1.94 -0.24 0.79
O 1.55 -0.23 -1.22
C 0.32 -0.01 -0.85
*
```

Summary:
Gap between HOMO and LUMO, eV: 5.915
E_LUMO, eV: -5.17
HOMO, eV: -11.087